(1)
{"formula": "C23H42N3OPSTi", "method": "ωB97M-V/def2-TZVPD", "symbols": ["Ti", "S", "P", "O", "N", "N", "N", "C", "C", "C", "C", "C", "C", "C", "C", "C", "C", "C", "C", "C", "C", "C", "C", "C", "C", "C", "C", "C", "C", "C", "H", "H", "H", "H", "H", "H", "H", "H", "H", "H", "H", "H", "H", "H", "H", "H", "H", "H", "H", "H", "H", "H", "H", "H", "H", "H", "H", "H", "H", "H", "H", "H", "H", "H", "H", "H", "H", "H", "H", "H", "H", "H"], "xyz": [[-0.31146, -0.60119, 0.49136], [-2.58925, 2.57259, 2.25825], [0.39926, 1.16338, -1.16972], [-3.91840, -1.92053, -0.41764], [0.18592, -1.95266, 2.09749], [1.56793, -1.43175, -0.10095], [-0.61970, 0.91067, 1.97749], [-2.08808, 1.54192, -2.41703], [1.93235, -2.58771, 0.49450], [-0.16494, 3.81627, -0.55361], [1.04631, 2.88188, -0.73569], [2.19617, -0.56730, 2.71507], [1.87622, 0.32963, -1.69411], [-2.05560, -2.91211, 1.73069], [-0.37925, 1.59685, 3.18730], [2.01479, 3.46800, -1.77053], [-1.06477, -2.42062, 2.75480], [-1.31567, 2.55860, 3.47108], [-1.71997, 1.39915, 1.34533], [3.56626, -1.48890, -1.41780], [2.36393, -0.83148, -1.06414], [-0.63318, 1.15303, -2.75532], [3.08703, -3.26576, 0.11255], [-5.15412, -2.63878, -0.61313], [-0.05460, 2.12036, -3.80181], [1.81362, 2.72447, 0.58297], [-0.55760, -0.27116, -3.31356], [3.92712, -2.69074, -0.84608], [0.93238, -3.09984, 1.48321], [1.02366, -1.39552, 3.18445], [-2.16066, 2.52367, -1.92193], [-3.00661, -3.12820, 2.23224], [1.58195, 3.62515, -2.76041], [0.26072, -3.79022, 0.95964], [-3.42452, -2.05300, -1.28789], [2.99322, -1.18903, 2.30243], [-2.17517, 0.87634, 0.49048], [-5.09554, -3.67057, -0.21681], [-1.17927, -0.33861, -4.21324], [1.16265, 2.35908, 1.38155], [-0.69133, 4.01858, -1.50145], [-0.62593, 2.00039, -4.73408], [0.47374, -0.53917, -3.56303], [-2.65688, 1.58681, -3.36117], [0.99492, 1.89356, -4.03198], [-0.78577, -3.21740, 3.46171], [0.45998, 1.28886, 3.80256], [-0.93798, -1.00186, -2.59596], [2.32338, 4.45354, -1.39802], [-2.55544, 0.78536, -1.77147], [-1.42189, -1.11488, -0.61586], [-2.29868, -2.16071, 0.96816], [1.35817, -2.26932, 3.77523], [-1.46981, -1.59564, 3.35829], [2.66646, 2.04385, 0.46957], [1.94544, 0.21047, 1.97544], [3.25541, -4.26878, 0.50587], [0.36812, -0.81744, 3.84933], [-5.43672, -2.68447, -1.67886], [0.21323, 4.77701, -0.17126], [4.15097, -0.98236, -2.17324], [2.90971, 2.85070, -1.88093], [-1.29647, 3.20375, 4.33723], [2.19378, 3.71211, 0.87278], [-0.87548, 3.40797, 0.18007], [1.38899, -3.68596, 2.28819], [-1.69595, -3.81417, 1.22344], [4.84186, -3.17533, -1.16193], [2.59678, -0.05421, 3.59541], [-5.93386, -2.06461, -0.09786], [2.42422, 0.66254, -2.59558], [-0.14604, 3.17544, -3.51214]], "energy_ha": -2729.5400, "multiplicity": 3, "total_charge": 2, "orbital_gap_ev": [7.777, 7.460]}

(2)
{"formula": "H20KrO10", "method": "ωB97M-V/def2-TZVPD", "symbols": ["Kr", "O", "O", "O", "O", "O", "O", "O", "O", "O", "O", "H", "H", "H", "H", "H", "H", "H", "H", "H", "H", "H", "H", "H", "H", "H", "H", "H", "H", "H", "H"], "xyz": [[-0.08765, 0.36721, 0.27253], [0.68971, -0.13265, 4.00335], [0.15135, -1.22379, -3.16468], [-2.24311, -0.22397, -2.22058], [-4.19504, -0.78563, -0.31141], [-2.29879, 2.45543, -1.07407], [2.66477, -0.59628, 1.86754], [3.21351, 1.64876, 0.54184], [-0.65830, -3.63591, 0.06550], [0.29615, 3.95565, -0.05082], [2.19061, -2.90605, 0.12896], [0.27513, -3.54877, -0.12775], [2.00686, -0.45007, 2.54725], [-4.52613, -1.68373, -0.30542], [-0.73191, -3.42127, 0.99542], [-2.94776, -0.44939, -1.61321], [2.11920, -2.28873, 0.85701], [2.67158, -2.42681, -0.54575], [2.51866, 2.17443, 0.14550], [0.45474, 0.73810, 3.68269], [0.83309, -0.55556, -3.23492], [-2.30165, 2.89490, -1.92443], [0.98437, 3.95703, -0.71611], [2.89711, 0.28183, 1.56557], [1.49849, 0.00354, 4.49689], [-2.68210, 0.23098, -2.93927], [-0.55225, -0.79824, -2.67469], [-2.04516, 1.55367, -1.27081], [-3.78633, -0.67481, 0.54702], [3.88931, 2.28383, 0.77894], [-0.29847, 3.25631, -0.32209]], "energy_ha": -3518.0064, "multiplicity": 1, "orbital_gap_ev": 10.477}

(3)
{"formula": "C36H63N7O7", "method": "ωB97M-V/def2-TZVPD", "symbols": ["O", "O", "O", "O", "O", "O", "O", "N", "N", "N", "N", "N", "N", "N", "C", "C", "C", "C", "C", "C", "C", "C", "C", "C", "C", "C", "C", "C", "C", "C", "C", "C", "C", "C", "C", "C", "C", "C", "C", "C", "C", "C", "C", "C", "C", "C", "C", "C", "C", "C", "H", "H", "H", "H", "H", "H", "H", "H", "H", "H", "H", "H", "H", "H", "H", "H", "H", "H", "H", "H", "H", "H", "H", "H", "H", "H", "H", "H", "H", "H", "H", "H", "H", "H", "H", "H", "H", "H", "H", "H", "H", "H", "H", "H", "H", "H", "H", "H", "H", "H", "H", "H", "H", "H", "H", "H", "H", "H", "H", "H", "H", "H", "H"], "xyz": [[21.94260, -21.28870, -1.34302], [27.15656, -33.45476, -3.64294], [23.78893, -23.22671, -8.63578], [26.51628, -22.60218, -4.73934], [32.42365, -27.52823, -0.29390], [32.95393, -25.72830, -4.55822], [23.07381, -36.10053, -1.38340], [33.74969, -26.48095, -6.53191], [28.70806, -22.50523, -4.26764], [25.56444, -22.53641, -7.43794], [32.28359, -25.47397, -1.22120], [22.55518, -23.34214, -1.97831], [28.16549, -22.77632, -9.72884], [27.25566, -27.29183, -3.57996], [27.76085, -29.11878, -1.89300], [27.42398, -21.48260, -11.70245], [24.34581, -23.10636, -7.55329], [24.82781, -34.54179, -1.09750], [32.99604, -25.65006, -5.76810], [20.16569, -22.85472, -1.63590], [27.79429, -28.60984, -3.33042], [25.21025, -34.75414, -3.98838], [23.28121, -35.98862, -5.52791], [32.10242, -24.67475, -6.50251], [26.16744, -33.96697, -3.16743], [25.85558, -33.82386, -1.71478], [28.59748, -25.69074, -5.00705], [26.69484, -33.05083, -0.92702], [25.25481, -34.64549, -5.36974], [23.63726, -23.50515, -6.29423], [24.61900, -34.41901, 0.26519], [23.21625, -36.06480, -4.15026], [26.46871, -32.90102, 0.42966], [28.14850, -24.13166, -9.18308], [27.57597, -26.83828, -4.93798], [25.83084, -27.23088, -3.30985], [27.40649, -22.60910, -3.90260], [25.23796, -25.83678, -3.46318], [29.98567, -21.60573, -8.55420], [28.49203, -21.78067, -8.70598], [32.09880, -26.82649, -1.22439], [24.21567, -35.51136, -3.36455], [21.60733, -22.41704, -1.65420], [23.98490, -35.48349, -1.88299], [31.37853, -27.35586, -2.41938], [29.34755, -24.98252, -9.52962], [24.32998, -35.30089, -6.15462], [25.40847, -33.57201, 1.02563], [27.16835, -22.68882, -2.42640], [27.00648, -22.42041, -10.55648], [23.45422, -24.58321, -6.31542], [28.46563, -21.66833, -11.96367], [20.06764, -23.48992, -0.75200], [28.79111, -25.26538, -4.02626], [32.24107, -24.90654, -2.04800], [23.76911, -34.91837, 0.71239], [32.76472, -25.08864, -0.42586], [26.80617, -21.66463, -12.58098], [25.62270, -27.57137, -2.29282], [27.96447, -27.69891, -5.49274], [26.19263, -23.05217, -2.12748], [30.48017, -22.57754, -8.50901], [29.49727, -25.92737, -5.57457], [30.50209, -27.90336, -2.07716], [22.62040, -23.11079, -6.34928], [26.66741, -26.52049, -5.44594], [31.14219, -25.15790, -6.66148], [27.26129, -29.37668, -3.93058], [19.94766, -23.47158, -2.51291], [27.95143, -20.86069, -8.95513], [26.17664, -21.97321, -10.00230], [19.47143, -22.02635, -1.64552], [32.52287, -24.36211, -7.45914], [26.05515, -22.36950, -6.56926], [30.41462, -21.15064, -9.44980], [24.24507, -25.78505, -3.02873], [22.44103, -36.29687, -6.13712], [26.02822, -34.01879, -5.79777], [22.29251, -36.47248, -3.76273], [28.94052, -22.34059, -5.23379], [25.25748, -27.96504, -3.91834], [27.92232, -23.34746, -1.98454], [30.27910, -24.58836, -9.10715], [23.48448, -22.96284, -2.04195], [28.20374, -24.86311, -5.61198], [27.35988, -20.42980, -11.42060], [24.29927, -35.16466, -7.22740], [27.03362, -32.16539, 0.98678], [22.40934, -24.33206, -2.03540], [29.25013, -26.02504, -9.22939], [25.32403, -25.42717, -4.46856], [27.30101, -21.70516, -1.97010], [29.46790, -22.32579, -3.63528], [32.01578, -23.80721, -5.85441], [29.52110, -24.94306, -10.60776], [30.24832, -21.05358, -7.65055], [28.07945, -22.02863, -7.71228], [31.03451, -26.56927, -3.09453], [27.81436, -24.18418, -8.13538], [24.09441, -23.19138, -5.35994], [25.96419, -22.12218, -8.26298], [34.31119, -27.20539, -6.11904], [28.09738, -30.16181, -1.92593], [28.47562, -28.66329, -1.20819], [28.82960, -28.69163, -3.67217], [26.73623, -29.14495, -1.52741], [27.28317, -24.65969, -9.61977], [25.21299, -33.45434, 2.08354], [27.54091, -32.50892, -1.32958], [31.98142, -27.96395, -3.09229], [33.76657, -26.42657, -7.53384], [25.91428, -25.16663, -2.91580], [26.65722, -23.34868, -11.00440]], "energy_ha": -2319.5916, "smiles": "O=C1c2ccccc2C(=O)c2ccccc21.CCN(CC)CC.CCN(CC)CC.CC(N)=O.CC(N)=O.CC(N)=O.CC(N)=O.CC(N)=O", "multiplicity": 1, "orbital_gap_ev": 7.590}

(4)
{"formula": "C33H43As3Br3N3O4S2V", "method": "ωB97M-V/def2-TZVPD", "symbols": ["Br", "Br", "Br", "As", "As", "As", "V", "S", "S", "O", "O", "O", "O", "N", "N", "N", "C", "C", "C", "C", "C", "C", "C", "C", "C", "C", "C", "C", "C", "C", "C", "C", "C", "C", "C", "C", "C", "C", "C", "C", "C", "C", "C", "C", "C", "C", "C", "C", "C", "H", "H", "H", "H", "H", "H", "H", "H", "H", "H", "H", "H", "H", "H", "H", "H", "H", "H", "H", "H", "H", "H", "H", "H", "H", "H", "H", "H", "H", "H", "H", "H", "H", "H", "H", "H", "H", "H", "H", "H", "H", "H", "H"], "xyz": [[-1.42007, -5.81225, 6.00609], [-1.71207, 1.20808, -2.30487], [-4.00272, 2.15545, 0.86684], [3.20315, 0.60483, -1.29903], [2.84402, -0.21825, 2.01059], [6.80895, 3.28257, 0.93555], [-0.75582, -0.05412, -0.00832], [0.70549, -1.52729, -2.51060], [0.11227, 1.75071, 0.74877], [1.87188, -2.42276, -2.25766], [-1.33989, -1.06811, 3.31284], [2.58903, 0.74297, -4.08332], [-0.18709, -1.46047, 1.41381], [0.68828, -5.30474, 2.51489], [-0.51275, -1.67114, -1.45141], [-2.54054, -1.60202, 0.20261], [2.92459, 1.26781, 3.30795], [-0.67203, -5.02268, 4.44001], [-2.21623, -5.27989, -0.13421], [0.18274, -3.52751, -6.01564], [7.03463, 0.09353, 0.75537], [-4.67368, 1.66337, -0.78397], [2.87812, -1.60730, 3.41543], [5.40000, 1.93890, 1.28013], [-3.49900, -1.51741, 1.09192], [-1.91968, -2.48853, -5.47848], [-0.37755, -3.19852, 2.96165], [-1.14354, -3.26563, -6.33125], [-0.66766, -1.75922, 2.55088], [6.03105, 4.61561, 2.15813], [5.13055, 0.48422, -0.77786], [-1.37706, -1.97650, -4.30901], [5.55771, 0.52268, 0.70075], [0.73165, -3.01937, -4.84492], [-0.55959, -4.14124, -1.49880], [-0.05447, -2.26048, -3.99363], [-1.17479, -5.31245, -1.02338], [6.14933, 4.14398, -0.70268], [3.63082, 0.30634, -3.22152], [0.14502, -5.78901, 3.62679], [0.41968, -4.03975, 2.18929], [-2.11302, -2.84228, -0.17478], [-3.74215, -3.88922, 1.25668], [3.00778, 2.54853, -1.49556], [-2.70098, -4.02742, 0.31103], [4.78414, -0.47565, 1.58734], [-0.99469, -2.89670, -1.07000], [-0.93940, -3.70750, 4.12101], [-4.13556, -2.64397, 1.65023], [4.43998, 2.36981, 0.98514], [4.52405, 0.87677, -3.49471], [5.07070, 4.28627, -0.66174], [5.67651, 1.26600, -1.32074], [1.93112, -1.57332, 3.95561], [7.64697, 0.66653, 0.05458], [-1.56567, -3.06356, 4.72434], [5.45203, -0.47236, -1.20709], [3.77139, 1.18302, 3.99478], [6.53009, 5.57486, 2.01682], [-3.78722, -0.52080, 1.40023], [3.88496, 2.99829, -1.96344], [1.73774, 0.49283, -3.69298], [0.84926, -3.66119, 1.26876], [0.36335, -6.82008, 3.88229], [7.44891, 0.23455, 1.75801], [6.39514, 3.54399, -1.57786], [-1.95343, -1.34661, -3.64026], [0.29864, -4.21218, -2.14922], [3.83477, -0.76241, -3.35046], [2.94159, 2.22618, 2.79344], [-2.95273, -2.27674, -5.72737], [5.32418, -0.58149, 2.53682], [6.64178, 5.11309, -0.79835], [0.79119, -4.12956, -6.68082], [-1.57244, -3.66275, -7.24421], [2.79033, 3.00416, -0.53002], [-4.19653, -4.78193, 1.67332], [7.12114, -0.96429, 0.49616], [4.96296, 4.73346, 1.97067], [2.97591, -2.59285, 2.95890], [-4.52206, 0.62953, -1.04407], [-4.90735, -2.49749, 2.39390], [3.70163, -1.44613, 4.11614], [5.39182, 1.87629, 2.37204], [6.17698, 4.29533, 3.18963], [4.80246, -1.45763, 1.09914], [1.99045, 1.21594, 3.86933], [2.13366, 2.70419, -2.12773], [1.75802, -3.21950, -4.56260], [-4.66678, 2.43875, -1.52944], [-0.78932, -6.26860, -1.35925], [-2.65828, -6.18927, 0.25568]], "energy_ha": -17918.3325, "multiplicity": 4, "total_charge": -2, "orbital_gap_ev": [5.495, 5.736]}